Entry 1:
47
Properties=species:S:1:pos:R:3:forces:R:3 method="wB97M-V/def2-TZVPD" total_charge=0 orbital_gap_ev=8.858 de_lowest_kcal_mol=33.4 lumo_ev=0.482
C -0.38447 -3.15496 -0.28172 0.039 -0.092 0.024
O -1.09618 -2.26949 -1.10644 -0.162 0.188 -0.159
C -0.93970 -2.54827 -2.48262 -0.045 0.004 -0.215
C -1.48487 -1.36974 -3.29278 0.402 -0.396 0.186
N -0.81172 -0.13796 -2.93984 -0.405 0.007 -0.054
C 0.51587 0.01979 -3.03564 -0.087 0.482 0.162
O 1.28235 -0.80267 -3.49919 0.277 -0.207 -0.187
C 0.99938 1.36879 -2.48042 -0.005 -0.009 -0.402
N 0.61441 1.59928 -1.10509 -1.035 0.525 0.178
C 1.32757 1.04739 -0.04119 0.481 -0.195 0.742
C 2.01661 -0.15521 -0.17107 -0.174 0.195 -0.205
C 2.66727 -0.70094 0.92043 0.005 0.094 0.146
C 2.64590 -0.07895 2.16072 -0.016 -0.042 -0.016
C 3.34875 -0.67260 3.34416 0.021 0.071 -0.015
C 1.97495 1.13364 2.27348 -0.023 -0.091 -0.092
C 1.33207 1.69918 1.19036 0.257 -0.024 0.019
S -0.74014 2.53216 -0.78982 0.072 -0.150 -0.060
O -0.38460 3.87101 -0.42374 0.042 -0.113 0.267
O -1.58667 2.38571 -1.94882 -0.045 -0.020 -0.121
C -1.53641 1.72797 0.59904 0.189 0.243 -0.326
C -1.76800 0.36717 0.57105 -0.052 -0.112 -0.054
C -2.43719 -0.21758 1.63462 0.047 0.016 -0.124
C -2.86798 0.55713 2.69960 -0.001 0.028 0.049
C -2.63629 1.92369 2.70893 -0.017 -0.004 -0.045
C -1.96820 2.51496 1.64999 0.081 0.209 -0.041
H -0.75876 -4.18103 -0.38463 0.021 0.014 0.043
H 0.68520 -3.14394 -0.52087 -0.007 -0.002 0.024
H -0.52628 -2.81358 0.74196 0.058 -0.069 0.050
H -1.48266 -3.46666 -2.75251 0.026 0.087 0.007
H 0.12237 -2.68550 -2.72099 -0.149 -0.022 0.039
H -2.54800 -1.23968 -3.09281 0.018 0.006 -0.062
H -1.33430 -1.59040 -4.35513 -0.106 -0.016 0.078
H -1.35696 0.65029 -2.60540 0.084 -0.170 -0.096
H 2.08878 1.41487 -2.56911 -0.187 -0.027 0.045
H 0.55584 2.17214 -3.07320 0.171 -0.101 -0.126
H 2.04926 -0.66217 -1.12137 -0.009 -0.108 -0.161
H 3.19830 -1.63474 0.80194 0.051 -0.097 -0.015
H 2.70084 -0.66527 4.21884 0.005 -0.049 0.089
H 4.23830 -0.09041 3.58449 0.080 -0.025 0.075
H 3.65453 -1.69584 3.14188 0.038 -0.076 0.044
H 1.96627 1.65024 3.22241 -0.012 0.069 0.107
H 0.85400 2.66074 1.28128 0.054 0.098 0.111
H -1.43014 -0.23616 -0.25622 0.080 -0.151 -0.112
H -2.62479 -1.28005 1.62238 -0.012 -0.115 -0.011
H -3.38912 0.09543 3.52506 -0.037 -0.041 0.069
H -2.97593 2.52742 3.53661 -0.023 0.061 0.055
H -1.76946 3.57483 1.62140 0.010 0.126 0.088

=====

Entry 2:
48
Properties=species:S:1:pos:R:3:forces:R:3 method="wB97M-V/def2-TZVPD" total_charge=0 orbital_gap_ev=9.022 de_lowest_kcal_mol=34.4 lumo_ev=0.680
C -5.09336 -0.64585 -2.17363 -0.035 -0.112 -0.187
O -4.92325 0.10978 -0.99613 0.085 0.179 0.266
C -3.66536 0.39229 -0.57803 0.204 0.040 0.078
C -2.50074 -0.00588 -1.22887 -0.282 -0.029 -0.096
C -1.26066 0.32958 -0.70714 0.058 0.123 0.029
C -1.18425 1.07337 0.45068 0.687 0.121 -0.056
S 0.36130 1.51258 1.22847 0.029 -0.136 -0.129
O 0.34526 2.92016 1.52685 -0.125 0.013 -0.223
O 0.60238 0.61865 2.32520 0.142 -0.063 -0.082
N 1.52789 1.18084 0.05666 -1.022 0.017 0.592
C 2.83476 0.94105 0.64351 0.315 -0.146 0.658
C 3.85269 0.66072 -0.47436 -0.201 -0.018 -0.137
C 3.11809 0.35904 -1.78132 -0.096 0.171 -0.180
C 2.13697 -0.81546 -1.71471 0.541 0.082 -0.060
O 1.20199 -0.90302 -2.48838 -0.358 -0.032 -0.258
N 2.42362 -1.79315 -0.83026 0.207 -0.269 0.247
C 1.50549 -2.89536 -0.60583 -0.067 -0.022 0.296
C 0.55526 -2.60931 0.51230 -0.708 -0.144 -0.754
C -0.80357 -2.51702 0.54736 0.723 -0.199 -0.112
C -1.14419 -2.20545 1.88640 0.357 -0.035 0.492
C 0.03217 -2.12879 2.56154 -1.003 -0.028 0.177
O 1.06541 -2.37435 1.74336 0.636 -0.090 -0.129
C 2.33505 1.60999 -2.20411 -0.086 -0.186 0.001
C 1.58360 2.18259 -0.98856 -0.067 0.533 -0.402
C -2.33528 1.48211 1.10621 -0.111 0.089 0.057
C -3.57018 1.14330 0.59929 0.006 -0.094 -0.058
H -6.16962 -0.74416 -2.30542 0.093 -0.020 -0.032
H -4.64797 -1.64078 -2.07936 0.003 0.037 -0.004
H -4.66707 -0.13610 -3.04278 0.002 -0.022 0.037
H -2.53655 -0.57966 -2.14074 -0.033 -0.061 -0.098
H -0.36841 0.00627 -1.21565 0.110 -0.081 -0.097
H 3.15032 1.81002 1.23939 0.052 -0.109 -0.034
H 2.71244 0.10038 1.32834 0.193 0.044 -0.034
H 4.46722 1.54759 -0.64162 0.049 -0.077 0.005
H 4.53133 -0.14575 -0.19263 0.040 0.045 0.054
H 3.84271 0.10969 -2.56519 -0.092 -0.030 0.069
H 3.08812 -1.62406 -0.09493 0.045 0.098 -0.107
H 2.09728 -3.79105 -0.38899 -0.098 0.052 -0.087
H 0.93814 -3.04199 -1.52664 0.071 -0.068 0.174
H -1.47436 -2.66018 -0.27405 -0.080 -0.016 -0.242
H -2.12731 -2.05471 2.28136 -0.189 0.069 0.170
H 0.25968 -1.89708 3.58149 0.128 0.063 0.124
H 1.63092 1.32188 -2.98459 0.082 0.072 0.011
H 3.01398 2.36023 -2.60939 0.019 -0.006 0.008
H 2.07530 3.08994 -0.61038 -0.096 -0.037 -0.023
H 0.55667 2.44685 -1.24290 0.098 0.126 -0.133
H -2.23852 2.06642 2.00719 -0.136 0.107 0.137
H -4.48149 1.44508 1.09014 -0.089 0.051 0.075

=====

Entry 3:
50
Properties=species:S:1:pos:R:3:forces:R:3 method="wB97M-V/def2-TZVPD" total_charge=0 orbital_gap_ev=8.629 lumo_ev=0.173
O 3.34687 -1.21213 -4.10013 -0.143 -0.951 0.469
C 3.02780 -1.82668 -3.09483 -0.212 1.194 -1.048
O 2.09748 -2.80917 -3.10759 0.705 0.458 0.445
C 3.56427 -1.41047 -1.78000 2.767 0.480 1.146
C 4.85624 -1.00882 -1.50803 -1.343 -0.612 -1.970
C 5.99477 -0.87099 -2.47733 -0.329 -0.084 0.528
C 7.38901 -1.14886 -1.92686 -0.052 0.517 -0.126
C 6.95826 0.28225 -2.22656 0.253 -0.468 0.012
O 2.77979 -1.52238 -0.66671 -1.073 -0.079 0.636
C 1.90298 -0.50135 -0.37974 -0.354 0.688 -0.689
C 1.55184 0.52926 -1.27282 0.118 -0.651 0.566
C 0.61967 1.49641 -0.89784 -0.313 -0.112 0.767
C 0.03376 1.45149 0.36851 0.230 0.075 -0.577
C 0.38179 0.44796 1.29327 -0.491 1.106 -1.020
C -0.23259 0.43712 2.63468 1.280 -1.079 -0.644
O 0.09284 -0.42174 3.44057 -0.702 0.526 0.545
O -1.12174 1.40183 2.94649 0.455 -0.256 0.011
C 1.32577 -0.52332 0.89897 0.043 -0.951 1.619
O 1.71163 -1.50586 1.77297 -0.144 0.584 -0.922
H 1.83137 -2.89556 -4.03346 -0.060 -0.008 -0.083
H 5.06860 -0.78773 -0.46549 -0.061 -0.006 -0.068
H 5.80377 -1.14910 -3.51911 0.002 0.186 0.529
H 7.48400 -1.44256 -0.87615 -0.104 0.097 -0.464
H 8.11619 -1.61028 -2.60278 -0.363 0.174 0.295
H 7.39783 0.76972 -3.10248 -0.247 -0.203 0.377
H 6.76219 0.94536 -1.37758 0.020 -0.305 -0.375
H 1.98091 0.58259 -2.26824 0.104 -0.141 0.140
H 0.33933 2.27694 -1.59910 0.065 -0.139 0.125
H -0.69999 2.21059 0.62805 0.138 -0.207 0.084
H -1.28673 1.25721 3.89154 -0.142 0.119 0.106
H 1.19549 -1.37525 2.60232 0.156 0.043 -0.318
C -6.37393 1.12176 -1.29557 0.270 -0.170 0.364
N -5.12153 0.37559 -1.16664 -1.080 0.401 -0.707
C -4.24431 0.44032 -0.16044 1.317 -0.580 0.431
O -3.22836 -0.24578 -0.19352 -0.188 0.266 0.327
C -4.49437 1.39799 1.01469 -0.384 -0.550 0.348
N -3.95073 0.87837 2.27012 0.694 1.106 -1.227
C -4.62440 0.07012 3.08665 -1.325 -0.935 0.610
C -3.85671 -0.50776 4.25383 0.011 -0.006 -0.216
O -5.80768 -0.20294 2.93390 0.074 0.147 -0.266
H -7.06749 0.82396 -0.50551 -0.090 0.103 -0.101
H -6.18576 2.19489 -1.22516 -0.121 -0.030 -0.066
H -6.83362 0.90853 -2.26217 0.166 0.004 0.139
H -4.88912 -0.29145 -1.88697 0.103 0.067 0.121
H -4.02852 2.35463 0.78282 0.076 0.030 0.010
H -5.56476 1.56167 1.13578 0.055 0.029 0.160
H -2.96212 1.00217 2.42920 -0.164 -0.065 -0.227
H -3.56288 0.29455 4.92623 0.149 0.024 0.167
H -2.97693 -1.03318 3.88466 0.163 0.007 0.122
H -4.50020 -1.20992 4.78352 0.073 0.157 -0.084

=====

E_tot / Ha: -1507.760846, -1582.985746, -1410.551572